Molecular formula: C6H9N
Method: DFT, wB97M-V/def2-TZVPD

Last columns: bonded neighbours and bond lengths (Å).
Atoms and positions in Å:
1 H -0.164 2.437 0.217  N15 1.018
2 H 1.544 -1.505 2.586  C4 1.105
3 H -2.138 0.068 -2.029  C9 1.088
4 C 1.187 -1.723 1.563  H2 1.105, H7 1.066, H12 1.101, C16 1.535
5 H -0.946 1.131 -2.897  C9 1.055
6 H -1.974 1.808 -1.857  C9 1.070
7 H 2.031 -2.234 1.159  C4 1.066
8 C 0.207 -0.580 -0.517  H11 1.153, C13 1.424, C16 1.393
9 C -1.432 0.896 -1.991  H3 1.088, H5 1.055, H6 1.070, C13 1.487
10 C 0.664 0.848 1.128  H14 1.101, N15 1.360, C16 1.399
11 H -0.066 -1.494 -1.167  C8 1.153
12 H 0.338 -2.424 1.574  C4 1.101
13 C -0.508 0.602 -0.865  C8 1.424, C9 1.487, N15 1.393
14 H 0.599 1.235 2.156  C10 1.101
15 N -0.159 1.419 0.208  H1 1.018, C10 1.360, C13 1.393
16 C 0.817 -0.485 0.732  C4 1.535, C8 1.393, C10 1.399

Results
Energy above the lowest of the compared OMol25 structures with the same formula, charge and spin in kJ/mol: 107.2
HOMO level in eV: -7.788
Kohn-Sham gap in eV: 8.8
SMILES string: Cc1c[nH]c(C)c1
Energy in eV: -7857.0490
LUMO level in eV: 1.04